The following is a quantum chemistry calculation of a molecular structure, C21H45N2P3PdSSe at a distorted geometry, from the Open Molecules 2025 dataset.

Positions of all 74 atoms, in Å:
1 Pd -0.08633 -0.82162 -0.58241
2 P -1.70066 -1.01658 1.68194
3 P 0.94604 -2.87522 -0.71640
4 P -1.76985 -0.84762 -2.18904
5 H 0.45948 3.68760 0.14088
6 C -0.55817 4.10498 0.15144
7 C -1.43295 3.69901 1.09156
8 H -1.09995 3.06587 1.91817
9 C -0.93938 -0.17256 3.09123
10 C -1.90333 -2.73184 2.26634
11 C -3.28498 -0.16208 1.49594
12 C 2.16463 -2.88550 -2.06814
13 C 1.91987 -3.16782 0.79281
14 C -0.07695 -4.36902 -0.94769
15 C -2.72689 0.70579 -2.25191
16 C -3.07230 -2.12036 -1.99218
17 C -1.14962 -1.14481 -3.86975
18 H -0.81651 4.79489 -0.66426
19 H -2.48177 4.01026 1.09138
20 H -0.80515 0.89858 2.88045
21 H 0.03342 -0.61750 3.33106
22 H -1.61746 -0.28768 3.95358
23 H -0.91508 -3.19419 2.39897
24 H -2.45544 -3.32842 1.53064
25 H -2.43919 -2.73904 3.21992
26 H -3.12382 0.89650 1.23890
27 H -3.78787 -0.19969 2.47184
28 H -3.93112 -0.61357 0.73354
29 H 2.62516 -3.87840 -2.17220
30 H 2.93903 -2.13565 -1.86515
31 H 1.67184 -2.61136 -3.00868
32 H 2.41714 -4.14643 0.77120
33 H 1.27575 -3.10693 1.67676
34 H 2.67085 -2.37024 0.88953
35 H 0.56249 -5.26252 -0.98369
36 H -0.63934 -4.30647 -1.88740
37 H -0.79529 -4.48967 -0.12670
38 H -3.35185 0.70503 -3.15683
39 H -2.03396 1.55749 -2.27154
40 H -3.37162 0.77449 -1.36347
41 H -3.78069 -2.04997 -2.83252
42 H -3.63037 -1.97287 -1.05631
43 H -2.62961 -3.12472 -2.00734
44 H -1.97049 -0.94891 -4.58207
45 H -0.82565 -2.19865 -3.94520
46 H -0.29880 -0.46476 -4.04577
47 C 1.24169 1.91588 -3.35370
48 C 0.59933 3.13426 -3.07392
49 C 0.45177 4.07640 -4.09585
50 C 0.93065 3.78737 -5.38153
51 C 1.54923 2.56412 -5.66878
52 C 1.71868 1.62190 -4.65268
53 Se 1.66262 0.76276 -1.92795
54 H -1.29600 -1.68410 0.25603
55 H 0.26508 3.34615 -2.05740
56 H -0.02561 5.03346 -3.86616
57 H 0.82014 4.53193 -6.16811
58 H 1.90820 2.33900 -6.67067
59 H 2.23800 0.68060 -4.82654
60 S 2.15149 0.18174 1.05792
61 C 2.24100 0.62915 2.70727
62 N 1.99181 1.90391 3.09151
63 C 1.68139 2.24628 4.48855
64 C 2.63498 1.48719 5.39059
65 C 2.58380 -0.00159 5.11031
66 N 2.58254 -0.25660 3.66645
67 H 1.58519 2.48046 2.35608
68 H 0.63767 1.97848 4.71770
69 H 1.79334 3.33214 4.58932
70 H 2.37882 1.67792 6.43656
71 H 3.65188 1.85341 5.22098
72 H 1.68140 -0.44191 5.55499
73 H 3.44955 -0.50968 5.54538
74 H 2.70810 -1.20849 3.32216

Calculated values
HOMO level (spin up / spin down) (eV): -19.322 / -19.784
ΔE to the lowest compared entry with this formula, charge and spin (kJ/mol): 67.2
⟨S²⟩: 6.03
2S+1: 5
Total charge: +4
M (Da): 636.0
HOMO-LUMO gap (spin up / spin down) (eV): 7.47 / 4.61
LUMO energy (spin up / spin down) (hartree): -0.436 / -0.557